1.
ORCA calculation (the ωB97M-V functional and the def2-TZVPD basis) on 4 unconnected molecules or ions with the total composition H7O3S.

Each line ends with the Mulliken charge.
Positions of all 11 atoms, in Å:
S -1.4656 -0.7676 -0.2022  -0.83
H -0.8788 -1.4390 1.0323  0.03
H 0.9489 -0.0064 1.2950  0.31
H -0.1731 0.6723 2.0292  0.34
O 0.7612 0.4241 2.1070  -0.63
H 2.1096 -1.9639 -0.8002  0.23
H 0.5961 -1.2639 -0.3958  0.20
O 1.5972 -1.1840 -0.6268  -0.61
H 0.8937 1.8411 -1.4836  0.30
H -0.5769 1.8014 -1.0295  0.30
O 0.2079 2.3399 -1.1568  -0.62

Forces on atoms 1 to 2 (eV/Å):
S 1.100 -1.371 2.416
H -1.334 1.293 -2.288

The LUMO energy comes out at 3.948 eV. The value obtained for the energy relative to the best compared isomer or geometry (same formula, charge and spin) is 23.8 kcal/mol. Its highest occupied orbital energy is -3.7 eV. As for the multiplicity: 1. The charge is -1.

2.
ORCA calculation (the ωB97M-V functional and the def2-TZVPD basis) on 8 unconnected molecules or ions with the total composition C54H119N5O8.

Each line ends with the Mulliken charge.
Positions of all 186 atoms, in Å:
C -9.6321 25.2569 -25.6693  -1.85
C -10.2314 26.6717 -25.5432  1.66
C -10.9939 26.9984 -26.8193  -2.02
C -11.2860 26.6993 -24.4120  -1.24
C -10.7552 26.9871 -22.9955  0.26
C -9.7429 28.1301 -23.0417  -1.47
C -8.6058 27.9552 -24.0472  2.01
C -7.7996 29.2818 -24.0935  -2.15
C -7.6663 26.8001 -23.6052  -1.58
N -9.2076 27.6599 -25.3630  0.39
O -8.3362 27.7584 -26.4622  -0.50
H -9.2505 24.7204 -24.8057  0.27
H -10.3221 24.6080 -26.2296  0.50
H -8.7719 25.2553 -26.3623  0.41
H -11.6784 26.1741 -27.0511  0.40
H -11.4770 27.9626 -26.7395  0.49
H -10.3300 26.9516 -27.6917  0.42
H -12.0061 27.4901 -24.6264  0.37
H -11.7282 25.7014 -24.3840  0.47
H -11.5109 27.2653 -22.2573  0.47
H -10.2467 26.1245 -22.5381  -0.49
H -9.2840 28.2623 -22.0497  0.47
H -10.2533 29.0872 -23.2141  0.37
H -8.4672 30.1251 -24.3042  0.45
H -7.0133 29.2687 -24.8483  0.51
H -7.3767 29.4803 -23.1087  0.40
H -8.1924 25.9420 -23.1807  -0.15
H -7.0270 27.1264 -22.7642  0.41
H -6.9993 26.4323 -24.3849  0.39
H -8.2611 28.7141 -26.5697  0.36
C -3.2385 21.2847 -16.3564  -1.76
C -4.1792 20.5797 -15.3483  2.39
C -5.4494 20.2248 -16.0844  -2.41
C -3.6210 19.2761 -14.8624  -1.49
C -2.4440 19.4230 -13.9133  -0.89
C -2.8483 20.2774 -12.7330  -1.24
C -3.5043 21.5744 -13.1652  1.62
C -4.2278 22.0931 -11.9053  -1.87
C -2.4147 22.6075 -13.5240  -1.65
N -4.5395 21.3235 -14.1722  0.12
O -5.1530 22.5053 -14.5523  -0.42
H -2.5302 22.0433 -16.0291  0.32
H -2.6192 20.5623 -16.9126  0.39
H -3.8022 21.7243 -17.1944  0.40
H -6.0672 21.0756 -16.3627  0.66
H -5.2345 19.5950 -16.9540  0.45
H -6.0675 19.5663 -15.4620  0.29
H -4.3726 18.7308 -14.2764  0.39
H -3.3197 18.5521 -15.6238  0.48
H -2.2055 18.3983 -13.6196  0.46
H -1.5940 19.8506 -14.4534  0.28
H -1.9380 20.5458 -12.1833  0.37
H -3.4585 19.7234 -12.0208  0.43
H -4.8696 21.3463 -11.4365  0.41
H -4.8098 23.0038 -12.0556  0.36
H -3.4692 22.3279 -11.1461  0.42
H -2.0332 23.0572 -12.6121  0.47
H -2.8881 23.3821 -14.1192  0.26
H -1.5717 22.1479 -14.0323  0.38
H -4.5026 23.0012 -15.0889  0.37
C -18.3088 22.1160 -23.2491  -2.06
C -16.8531 21.9626 -22.8290  1.63
C -16.0899 21.4126 -24.0151  -1.67
C -16.4181 23.3846 -22.4289  -1.23
C -15.2094 23.4169 -21.5303  -0.75
C -15.4043 22.4774 -20.3786  -0.58
C -15.6158 21.0368 -20.7616  2.56
C -14.4014 20.4370 -21.3861  -2.06
C -16.0535 20.2235 -19.5551  -2.06
N -16.7702 21.0989 -21.6762  0.23
O -17.3081 19.8136 -21.9150  -0.51
H -18.7339 21.1208 -23.4528  0.51
H -18.9100 22.6430 -22.5201  0.42
H -18.3516 22.5627 -24.2466  0.40
H -15.0594 21.2070 -23.7668  0.30
H -16.5371 20.4516 -24.2831  0.33
H -16.1140 22.0497 -24.9031  0.46
H -16.1476 23.8308 -23.3956  0.44
H -17.1894 23.9972 -21.9695  0.35
H -14.3171 23.1374 -22.0961  0.15
H -14.9807 24.4069 -21.1248  0.43
H -16.2931 22.7685 -19.8018  0.22
H -14.5830 22.5440 -19.6554  -0.13
H -14.6095 19.4664 -21.8419  0.37
H -13.7335 20.1891 -20.5470  0.50
H -13.8761 21.0815 -22.0748  0.28
H -15.5224 20.5297 -18.6511  0.20
H -15.9431 19.1542 -19.7148  0.35
H -17.1113 20.4331 -19.3787  0.53
H -18.2430 19.8990 -21.6954  0.35
C -11.5493 23.6270 -17.9455  -2.04
C -11.8433 23.3158 -16.4717  2.51
C -10.6929 22.4042 -16.0668  -2.20
C -11.6999 24.5826 -15.5949  -1.48
C -12.9793 25.3767 -15.4176  -0.63
C -14.0405 24.4231 -14.8691  -1.24
C -14.3397 23.2479 -15.7902  1.61
C -15.1418 22.1986 -15.0168  -2.02
C -15.3223 23.7317 -16.8754  -1.58
N -13.0666 22.5540 -16.1473  0.08
O -13.3125 21.5281 -17.1657  -0.42
H -10.5854 24.0772 -18.1475  0.64
H -11.7015 22.6559 -18.4093  0.24
H -12.3061 24.2904 -18.3922  0.44
H -10.6318 21.6221 -16.8451  0.17
H -9.6964 22.8481 -16.2168  0.46
H -10.7921 22.0238 -15.0579  0.55
H -10.9908 24.4658 -14.7757  0.51
H -11.0813 25.2257 -16.2534  0.33
H -12.9698 26.1724 -14.6699  0.41
H -13.2951 25.7450 -16.3956  0.32
H -14.9693 24.9891 -14.7912  0.46
H -13.7519 24.0651 -13.8786  0.38
H -16.1128 22.6257 -14.7304  0.41
H -14.6794 21.8900 -14.0757  0.41
H -15.3303 21.3186 -15.6305  0.42
H -15.9954 24.3966 -16.3321  0.51
H -15.9666 22.9776 -17.3325  0.32
H -14.9027 24.2861 -17.7162  0.29
H -13.2411 20.7081 -16.6602  0.29
C -7.1448 20.8330 -19.4517  -1.40
C -8.5518 20.5004 -20.0282  3.24
C -9.1750 19.4047 -19.2439  -2.51
C -9.4221 21.7585 -19.8736  -1.64
C -9.0137 22.8807 -20.8084  -1.07
C -9.2132 22.3752 -22.2284  -0.80
C -8.4181 21.0992 -22.5127  2.16
C -9.1386 20.4493 -23.6986  -2.23
C -6.9669 21.4049 -22.8754  -1.25
N -8.5332 20.1594 -21.4029  0.35
O -7.8220 18.9356 -21.5908  -0.47
H -7.1042 21.8187 -18.9646  0.43
H -6.8703 20.1960 -18.6066  -0.26
H -6.3838 20.8594 -20.2273  0.12
H -9.3436 19.6816 -18.2030  0.51
H -10.1012 19.0008 -19.6596  0.29
H -8.5011 18.5444 -19.2770  0.68
H -10.4600 21.4680 -20.0783  0.31
H -9.4563 22.2085 -18.8832  0.36
H -9.6875 23.7293 -20.6169  0.49
H -8.0159 23.2738 -20.5807  0.22
H -8.9116 23.1410 -22.9573  -0.45
H -10.2835 22.2539 -22.3541  0.45
H -8.9043 20.9394 -24.6496  0.39
H -10.1920 20.3062 -23.5370  0.45
H -8.7616 19.4242 -23.8656  0.27
H -6.9173 22.0967 -23.7220  0.44
H -6.4445 20.4967 -23.1839  0.15
H -6.4702 21.9350 -22.0642  0.08
H -7.0807 19.1580 -22.1777  0.41
C -3.7419 22.7952 -23.6394  -1.09
C -3.7460 24.2402 -23.2511  0.67
C -4.5465 24.5288 -21.9755  -0.74
O -2.3821 24.7271 -23.1926  -0.58
H -3.4866 22.1729 -22.7765  0.30
H -3.0661 22.5061 -24.4534  0.41
H -4.6740 22.4879 -24.1287  0.14
H -4.2619 24.7746 -24.0778  0.07
H -3.9972 24.1105 -21.1168  0.34
H -5.5485 24.0989 -22.0162  -0.13
H -4.6370 25.5945 -21.7547  0.36
H -2.3983 25.6721 -23.3753  0.34
C -6.6081 16.4618 -15.1883  -1.06
C -8.0430 16.7960 -15.5140  0.56
C -8.2719 16.9895 -16.9993  -0.64
O -8.8691 15.7092 -14.9684  -0.58
H -5.9714 17.3080 -15.4602  0.09
H -6.2978 15.5752 -15.7493  0.37
H -6.4498 16.2576 -14.1327  0.34
H -8.3011 17.7353 -14.9867  0.16
H -7.6840 17.8456 -17.3454  -0.15
H -9.2879 17.0915 -17.3809  0.34
H -7.9023 16.1263 -17.5777  0.29
H -9.7654 15.9800 -14.7667  0.32
C -6.0421 17.6536 -25.2066  -1.22
C -5.5427 16.4736 -26.0349  0.46
C -6.4798 16.1697 -27.2121  -1.25
O -4.2445 16.8569 -26.6780  -0.58
H -5.5195 17.7663 -24.2397  0.40
H -7.0796 17.4598 -24.8977  0.33
H -6.0040 18.6551 -25.6336  0.36
H -5.3464 15.5895 -25.4235  0.24
H -6.4612 15.1070 -27.4799  0.31
H -6.1804 16.7104 -28.1051  0.34
H -7.5219 16.3694 -26.9566  0.31
H -3.6260 16.9721 -25.9401  0.30

Forces on atoms 1 to 2 (eV/Å):
C 0.440 -0.734 -1.713
C 0.090 -0.963 0.248

The LUMO energy comes out at 0.355 eV. Its SMILES is CC1(C)CCCC(C)(C)N1O.CC1(C)CCCC(C)(C)N1O.CC1(C)CCCC(C)(C)N1O.CC1(C)CCCC(C)(C)N1O.CC1(C)CCCC(C)(C)N1O.CC(C)O.CC(C)O.CC(C)O. The value obtained for the energy relative to the best compared isomer or geometry (same formula, charge and spin) is 42.3 kcal/mol. Its highest occupied orbital energy is -8.0 eV. As for the multiplicity: 1.

3.
ORCA calculation (the ωB97M-V functional and the def2-TZVPD basis) on a molecular structure, C21H33FO12V.

Each line ends with the Mulliken charge.
Positions of all 68 atoms, in Å:
O 9.6880 -11.7502 -14.8609  -0.19
V 11.0220 -12.2462 -14.1654  1.57
F 10.3418 -13.9791 -13.4015  -0.79
C 11.8903 -9.3245 -14.7384  -0.43
O 12.0982 -10.6628 -14.8808  -0.46
H 11.1581 -8.9339 -15.4743  0.26
H 11.3843 -9.0616 -13.7812  -0.15
H 12.8236 -8.7494 -14.7992  0.25
O 7.7209 -10.9360 -12.4738  -0.54
C 7.3551 -12.0699 -12.3888  0.39
O 7.2362 -12.7511 -11.2230  -0.44
C 7.0771 -14.1421 -11.4864  -0.35
C 6.4764 -14.2262 -12.8805  -0.58
C 7.0065 -12.9806 -13.5633  0.21
H 6.4011 -14.6048 -10.7637  0.33
H 8.0342 -14.6504 -11.3674  0.19
H 5.3847 -14.2629 -12.9034  0.27
H 6.7531 -15.1625 -13.3710  0.33
H 6.2876 -12.3889 -14.1325  0.19
H 7.8468 -13.1045 -14.2429  -0.05
O 10.8258 -11.1758 -12.2967  -0.50
C 10.7989 -10.1319 -11.6961  0.16
O 11.7394 -9.8501 -10.7892  -0.45
C 11.6169 -8.4866 -10.3084  -0.48
C 10.5766 -7.8426 -11.2290  -0.62
C 9.7774 -9.0272 -11.7359  -0.27
H 12.6065 -8.0526 -10.3997  0.32
H 11.2379 -8.5339 -9.2887  0.32
H 11.0415 -7.2884 -12.0458  0.26
H 10.0001 -7.0909 -10.6876  0.38
H 9.3284 -8.8821 -12.7110  0.32
H 8.9876 -9.3453 -11.0510  0.46
O 12.9330 -12.8684 -13.1949  -0.51
C 13.5646 -13.8169 -12.8292  0.39
O 14.5835 -14.3253 -13.5335  -0.34
C 15.0859 -15.5242 -12.9162  -0.38
C 14.5367 -15.5686 -11.4747  -0.50
C 13.4244 -14.5188 -11.4976  -0.33
H 16.1715 -15.5286 -12.9834  0.40
H 14.7472 -16.3785 -13.5091  0.19
H 15.3214 -15.3092 -10.7703  0.25
H 14.1299 -16.5574 -11.2851  0.30
H 13.4697 -13.7535 -10.7265  0.36
H 12.4069 -14.9202 -11.5180  0.17
O 11.6008 -13.5483 -15.7777  -0.42
C 12.0326 -14.3947 -16.5035  0.34
O 11.7230 -14.4299 -17.8025  -0.35
C 12.2702 -15.6058 -18.4152  -0.47
C 12.8016 -16.4775 -17.2661  -0.71
C 13.0793 -15.4395 -16.1899  0.08
H 13.0958 -15.3295 -19.0724  0.30
H 11.5159 -16.1164 -19.0073  0.33
H 13.6868 -17.0121 -17.6141  0.32
H 12.1011 -17.2476 -16.9429  0.32
H 14.0423 -14.9485 -16.3636  0.25
H 13.0585 -15.7647 -15.1572  0.04
O 7.1556 -11.9947 -16.5888  -0.50
C 6.3826 -12.2244 -17.4634  0.52
O 6.1363 -13.4728 -17.9283  -0.37
C 5.3158 -13.4306 -19.1132  -0.43
C 5.2436 -11.9661 -19.5370  -0.48
C 5.5555 -11.2155 -18.2419  -0.41
H 4.3563 -13.8884 -18.8702  0.27
H 5.7891 -14.0448 -19.8782  0.27
H 4.2526 -11.6964 -19.9023  0.29
H 5.9482 -11.7427 -20.3350  0.29
H 4.6567 -10.9985 -17.6640  0.26
H 6.1402 -10.3094 -18.3614  0.32

Forces on atoms 1 to 2 (eV/Å):
O 1.334 -0.739 0.998
V -2.297 1.640 -1.392

The LUMO energy (alpha / beta) comes out at 0.517 / 0.516 eV. The value obtained for the energy relative to the best compared isomer or geometry (same formula, charge and spin) is 0.0 kcal/mol. Its highest occupied orbital energy (alpha / beta) is -7.1 / -7.2 eV. As for the multiplicity: 2.